C13H14ClN3O3W | ωB97M-V/def2-TZVPD

The geometry in XYZ format:
```
35
C13H14ClN3O3W (ωB97M-V/def2-TZVPD)
Cl -3.763 -1.957 -1.082
C 1.805 -2.015 -2.100
C 2.617 -0.780 -2.003
C 1.762 0.291 -2.521
H 3.639 -0.683 -1.637
C 0.438 -0.294 -2.861
C 0.537 -1.737 -2.677
H -0.293 -2.375 -2.862
H 2.199 -3.029 -1.920
H 1.995 1.410 -2.520
C -0.674 0.421 -3.574
W 0.797 -0.638 -0.906
C 2.221 -0.431 0.848
C 0.576 -2.193 0.605
O 3.463 -0.214 0.866
O 0.589 -2.938 1.547
H -0.821 1.421 -3.137
H -1.587 -0.154 -3.429
H -0.477 0.544 -4.652
C 0.102 0.596 4.376
N -0.429 0.768 3.017
C -1.499 1.672 2.826
C -1.928 1.908 1.606
C -1.443 1.161 0.488
N -0.242 0.455 0.711
C 0.163 0.303 1.931
O 1.366 -0.312 2.145
N -1.995 0.991 -0.719
H 0.863 -0.201 4.391
H -0.722 0.321 5.041
H 0.557 1.542 4.719
H -1.847 2.124 3.768
H -2.781 2.587 1.388
H -2.872 1.568 -0.814
H -2.315 -0.132 -0.858
```

Calculated values
net charge	+2
⟨S²⟩	2.0275
spin multiplicity	3
M	479.57	u
Kohn-Sham gap (alpha / beta)	4.19 / 3.97	eV
HOMO (alpha / beta)	-14.68 / -14.58	eV
LUMO energy (alpha / beta)	-10.486 / -10.606	eV

***

C13H14ClNO2 | ωB97M-V/def2-TZVPD

The geometry in XYZ format:
```
31
C13H14ClNO2 (ωB97M-V/def2-TZVPD)
C 2.771 -0.056 -0.303
C 2.492 1.370 -0.685
N 1.552 1.895 0.268
O 0.919 2.966 0.019
O 1.701 1.406 1.427
C 3.777 2.729 -0.781
C 3.067 3.980 -1.078
C 2.525 4.753 -0.017
C 1.870 5.960 -0.274
C 1.588 6.336 -1.595
Cl 0.712 7.776 -1.880
C 2.121 5.599 -2.659
C 2.804 4.386 -2.405
C 4.462 2.574 0.504
C 5.536 1.769 0.358
C 5.774 1.350 -1.034
C 4.596 2.066 -1.856
H 3.175 -0.624 -1.156
H 3.542 -0.014 0.461
H 1.876 -0.577 0.122
H 2.286 1.543 -1.771
H 2.638 4.450 1.037
H 1.469 6.518 0.563
H 1.937 5.919 -3.672
H 3.159 3.777 -3.247
H 4.183 3.026 1.470
H 6.212 1.509 1.167
H 5.727 0.252 -1.143
H 6.735 1.691 -1.480
H 4.001 1.317 -2.377
H 5.038 2.788 -2.562
```

Calculated values
net charge	0
M	251.71	u
Kohn-Sham gap	8.45	eV
HOMO	-8.77	eV
SMILES string	C[C@@H]([N+](=O)[O-])[C@@]1(c2ccc(Cl)cc2)C=CCC1
LUMO energy	-0.317	eV